[1]
Computed, not measured: a cluster of 8 separate species, C27H33Cl14NO3 in total, with wB97M-V/def2-TZVPD.

Each line ends with the Mulliken charge.
Positions of all 78 atoms, in Å:
C (4.3586, -1.8197, 1.5738)  -0.579
C (3.5951, -2.2448, 0.4441)  -0.058
C (2.6136, -2.9066, -0.7387)  -0.114
C (1.4748, -3.7856, 0.0377)  -0.615
C (-0.0367, -3.7001, -0.5676)  -0.371
C (-0.5408, -2.2271, -1.0575)  0.374
C (-1.4461, -2.1738, -2.4630)  0.202
C (-1.8448, -3.5259, -3.3371)  -0.494
C (-2.3165, -4.6353, -4.0838)  0.018
C (-2.0474, -0.7395, -3.0787)  -0.786
C (-1.7933, 0.6916, -2.3220)  0.079
C (-0.9117, 0.5905, -0.9440)  0.169
C (-0.2991, -0.7904, -0.3095)  0.869
C (0.5252, -0.7130, 1.1046)  -0.034
C (1.5788, 0.3510, 1.3074)  -0.044
C (-0.8772, 2.1548, -0.4588)  -0.004
O (-0.4704, 2.7502, 0.6648)  -0.584
N (-1.4941, 2.9927, -1.5567)  0.223
C (-0.7674, 4.2420, -1.9993)  -0.828
C (0.8685, 4.1575, -1.9414)  -0.397
C (1.5102, 3.2404, -3.1824)  -0.340
O (2.3836, 2.1509, -2.7001)  -0.278
C (-2.2673, 2.2258, -2.6497)  0.365
O (-3.1060, 2.7437, -3.5507)  -0.585
H (4.5649, -1.5511, 2.7189)  0.301
H (2.2152, -2.0343, -1.4070)  0.152
H (3.3500, -3.5491, -1.4205)  0.385
H (1.8454, -4.9201, 0.0123)  0.405
H (1.4435, -3.5129, 1.1997)  0.213
H (-0.1205, -4.5511, -1.3998)  0.206
H (-0.7765, -4.0560, 0.2962)  0.273
H (-2.6227, -5.5857, -4.6955)  -0.035
H (-2.6803, -0.7006, -4.0893)  0.282
H (0.3824, -1.4688, 2.0160)  0.109
H (2.4745, 0.5340, 0.5715)  -0.427
H (1.4558, 1.0707, 2.2224)  0.063
H (-1.1710, 5.2052, -1.4208)  0.279
H (-1.0545, 4.4298, -3.1352)  0.369
H (1.3141, 3.8181, -0.9142)  0.263
H (1.2786, 5.2609, -2.1315)  0.354
H (2.2167, 3.9561, -3.8256)  0.283
H (0.6729, 2.8763, -3.9354)  0.243
H (2.8130, 1.6792, -3.4748)  0.088
C (2.8821, 0.3429, -6.2146)  -0.270
Cl (3.4204, 1.9245, -6.7925)  -0.145
Cl (3.8500, -0.1939, -4.8361)  -0.140
H (1.8356, 0.4132, -5.9086)  0.228
H (2.9818, -0.3844, -7.0240)  0.330
C (-2.1282, -8.9424, -4.2078)  -0.293
Cl (-2.8568, -8.0677, -5.5603)  -0.170
Cl (-1.1015, -7.8769, -3.2404)  -0.094
H (-2.9228, -9.3427, -3.5737)  0.268
H (-1.5209, -9.7618, -4.5999)  0.286
C (-0.6248, -0.0045, 4.3572)  0.852
Cl (-0.4292, 0.9272, 5.8468)  -0.161
Cl (-0.5681, -1.7415, 4.6812)  -0.207
H (-1.5895, 0.2421, 3.9074)  -0.021
H (0.1814, 0.2551, 3.6668)  -0.452
C (-4.4594, 1.2564, 5.2752)  -0.267
Cl (-6.1556, 1.3039, 4.7793)  -0.160
Cl (-3.3913, 1.6728, 3.9295)  -0.116
H (-4.3057, 1.9724, 6.0861)  0.301
H (-4.2183, 0.2487, 5.6221)  0.260
C (6.0708, 1.1818, -0.0840)  -0.436
Cl (4.4576, 0.9741, -0.7765)  -0.047
Cl (5.9823, 1.4852, 1.6553)  -0.161
H (6.6521, 0.2730, -0.2575)  0.280
H (6.5594, 2.0305, -0.5688)  0.354
C (-7.1405, 4.6929, 3.5537)  0.003
Cl (-7.5069, 6.2311, 4.3443)  -0.158
Cl (-8.3230, 4.3292, 2.2909)  -0.155
H (-6.1465, 4.7520, 3.1040)  0.239
H (-7.1609, 3.8955, 4.3005)  0.063
C (2.1561, 1.9122, 8.1535)  0.133
Cl (3.7087, 1.6341, 7.3550)  -0.153
Cl (2.2311, 3.3227, 9.2165)  -0.164
H (1.3900, 2.0802, 7.3929)  -0.096
H (1.8992, 1.0320, 8.7479)  0.278

Atoms 1-6, force components in eV/Å:
-6.32 -3.32 -7.00
4.43 2.28 7.80
1.97 0.75 0.88
0.39 -0.51 0.86
-0.29 -0.41 0.43
-2.10 2.61 -2.63

The structure (SMILES) is C#CCCCc1c(C#C)cc2c(c1C=C)C(=O)N(CCCO)C2=O.ClCCl.ClCCl.ClCCl.ClCCl.ClCCl.ClCCl.ClCCl. The calculation puts the HOMO-LUMO gap at 6.5136 eV. The value obtained for the HOMO energy is -8.17 eV.

---

[2]
Computed, not measured: a structure of composition C27H33ClFeN15O4, with wB97M-V/def2-TZVPD.

Each line ends with the Mulliken spin population.
Positions of all 81 atoms, in Å:
Fe (0.4439, 0.3645, 1.1307)  4.186
C (4.6391, 2.0274, 0.5082)  0.004
C (3.4519, 1.7001, 1.1598)  0.008
N (2.2802, 1.8849, 0.5681)  0.097
C (2.2541, 2.3771, -0.6719)  -0.019
C (3.4539, 2.6416, -1.3319)  0.002
N (4.6180, 2.4784, -0.7318)  -0.001
C (0.9245, 2.5855, -1.2519)  0.015
C (0.7021, 3.2728, -2.4364)  0.001
C (-0.6046, 3.4384, -2.8883)  0.000
C (-1.6339, 2.8746, -2.1374)  0.001
C (-1.3220, 2.2059, -0.9642)  0.024
N (-0.0732, 2.0891, -0.5302)  0.087
C (-2.3166, 1.5917, -0.0814)  0.001
C (-3.6851, 1.5313, -0.3460)  0.003
N (-4.5283, 0.9709, 0.5030)  -0.001
C (-4.0494, 0.4664, 1.6272)  0.005
C (-2.6871, 0.5113, 1.9000)  0.004
N (-1.8409, 1.0679, 1.0450)  0.080
C (-0.9047, 4.2139, -4.1091)  0.000
C (-1.8899, 3.7941, -4.9981)  0.000
C (-2.1383, 4.5635, -6.1279)  0.000
N (-1.4754, 5.6813, -6.3764)  0.000
C (-0.5387, 6.0952, -5.5394)  0.000
C (-0.2176, 5.3919, -4.3849)  -0.001
H (5.6049, 1.9234, 0.9848)  0.000
H (3.4437, 1.2992, 2.1650)  0.001
H (3.4821, 2.9723, -2.3622)  0.000
H (1.5258, 3.6680, -3.0122)  0.000
H (-2.6572, 2.9866, -2.4626)  0.000
H (-4.1133, 1.9378, -1.2526)  0.000
H (-4.7568, 0.0189, 2.3131)  0.001
H (-2.2670, 0.1036, 2.8109)  0.001
H (-2.4355, 2.8722, -4.8416)  0.000
H (-2.8930, 4.2741, -6.8491)  0.000
H (-0.0330, 7.0185, -5.7947)  0.000
H (0.5343, 5.7737, -3.7059)  0.000
C (1.3208, -3.5139, 4.0229)  0.004
N (1.0297, -2.3075, 4.7895)  0.006
C (1.3930, -2.3433, 6.2047)  0.000
C (0.7799, -1.1660, 4.1201)  0.010
N (0.7926, -1.0488, 2.8336)  0.153
N (0.4372, -0.0685, 4.8798)  0.009
C (0.2185, 1.2013, 4.4062)  0.000
N (-0.0639, 2.1049, 5.3701)  0.003
N (0.2546, 1.4849, 3.1488)  0.129
H (1.1918, -4.3753, 4.6710)  0.000
H (2.3433, -3.5208, 3.6350)  0.000
H (0.6196, -3.6183, 3.1952)  -0.002
H (1.2999, -3.3659, 6.5565)  0.000
H (0.7270, -1.7457, 6.8264)  0.000
H (2.4236, -2.0167, 6.3617)  0.000
H (1.1953, -1.8371, 2.3432)  -0.004
H (0.3556, -0.1948, 5.8729)  -0.001
H (0.0209, 1.8974, 6.3501)  0.000
H (-0.1773, 3.0741, 5.1281)  -0.001
H (0.0809, 2.4677, 2.9681)  -0.003
O (2.3912, -1.0091, 0.6719)  0.054
Cl (2.4255, -0.9948, -0.7940)  -0.012
O (3.5867, -0.3281, -1.2371)  0.007
O (2.3208, -2.3178, -1.2781)  0.007
O (1.2366, -0.2302, -1.1512)  0.052
C (-1.5611, -4.1133, -3.3875)  0.000
C (-0.9282, -5.0463, -2.3575)  0.000
C (0.5931, -4.9384, -2.3604)  0.000
C (-1.5230, -4.7979, -0.9620)  0.000
N (-1.3632, -3.4286, -0.4895)  0.000
C (-0.3007, -2.8045, 0.0251)  0.020
N (-0.6744, -1.5807, 0.3474)  0.055
N (-1.9738, -1.4737, 0.0083)  0.012
N (-2.3888, -2.5703, -0.4854)  0.003
H (-1.2525, -4.3986, -4.3918)  0.000
H (-1.2473, -3.0799, -3.2222)  0.000
H (-2.6500, -4.1568, -3.3404)  0.000
H (-1.2029, -6.0767, -2.5971)  0.000
H (0.9317, -3.9213, -2.1628)  0.000
H (0.9832, -5.2258, -3.3356)  0.000
H (1.0335, -5.6071, -1.6173)  0.000
H (-1.0620, -5.4675, -0.2356)  0.000
H (-2.5961, -4.9774, -0.9895)  0.000
H (0.6817, -3.2308, 0.1303)  0.000

Atoms 1-6, force components in eV/Å:
-0.06 0.44 0.36
-0.37 0.08 0.12
0.29 0.18 0.11
-0.47 -0.87 0.43
0.51 0.11 -0.04
-0.31 0.06 0.24

Its expectation value of S² is 8.7585. The value obtained for the energy above the lowest of the compared OMol25 structures with the same formula, charge and spin is 153.3 kJ/mol. The calculation puts the HOMO-LUMO gap (alpha / beta) at 7.6208 / 5.5591 eV. The value obtained for the HOMO energy (alpha / beta) is -13.53 / -13.53 eV. The multiplicity is 6. The charge is +2.

---

For the records above, the corresponding DFT total energy values read -7770.8845 -3894.1544 hartree.